Entry 1:
C39H50CrIN5O2 as an isolated structure, computed with ωB97M-V with the def2-TZVPD basis set.

Calculated values
- Net charge: -2
- Highest occupied orbital energy (spin up / spin down): -0.205 / -0.378 eV
- LUMO level (spin up / spin down): 3.94 / 3.94 eV
- Multiplicity: 5

Atoms and positions in Å:
Cr (0.114186, 0.077711, -0.194626)
C (4.487369, 2.197150, 3.451473)
C (4.002462, 3.189045, 2.389178)
C (2.648552, 2.843334, 1.853839)
C (1.485344, 3.448714, 2.104792)
C (1.251097, 4.626231, 3.007181)
C (1.351345, 4.266494, 4.493675)
C (0.390745, 2.734344, 1.328499)
C (-0.813756, 2.405870, 2.176946)
C (-1.642933, 1.357157, 1.978704)
C (-2.904113, 1.126803, 2.732116)
C (-3.398306, 2.002951, 3.838428)
C (-2.742298, 1.671058, 5.182407)
C (-3.481719, 0.034342, 2.215970)
C (-2.592935, -0.468208, 1.141775)
C (-2.855891, -1.560474, 0.369871)
C (-2.002843, -2.082099, -0.676002)
N (-0.769145, -1.630317, -0.927530)
C (-0.265159, -2.358453, -1.983923)
C (1.049006, -2.250649, -2.454773)
C (2.069611, -1.468343, -1.961430)
N (1.921622, -0.540496, -0.940707)
C (3.132869, -0.082098, -0.626624)
C (3.381997, 0.930756, 0.357191)
C (2.390380, 1.696406, 0.948180)
N (1.072300, 1.569864, 0.768912)
C (4.131724, -0.726741, -1.453633)
C (3.459293, -1.566412, -2.302865)
C (4.043028, -2.478455, -3.336033)
C (4.348169, -3.876210, -2.788148)
C (5.600905, -0.440948, -1.414311)
C (5.973281, 0.865614, -2.123282)
C (-1.247850, -3.287700, -2.423530)
C (-2.341425, -3.125841, -1.594209)
C (-3.669236, -3.814452, -1.669150)
C (-4.729223, -2.962819, -2.376178)
C (-1.091318, -4.257428, -3.554246)
C (-0.365832, -5.543977, -3.146496)
N (-1.509793, 0.357063, 1.042154)
C (-4.810769, -0.558079, 2.561583)
C (-5.901052, -0.146269, 1.567149)
H (5.481310, 2.462937, 3.821601)
H (4.530940, 1.191189, 3.032317)
H (3.799115, 2.168455, 4.298624)
H (4.719647, 3.195300, 1.562112)
H (3.988286, 4.203194, 2.799613)
H (0.265380, 5.046770, 2.805937)
H (1.969732, 5.419719, 2.775896)
H (0.680407, 3.437525, 4.728080)
H (1.082879, 5.118536, 5.124774)
H (2.364160, 3.954217, 4.756537)
H (-1.087025, 3.126887, 2.939774)
H (-4.484365, 1.911864, 3.926586)
H (-3.195994, 3.047278, 3.584244)
H (-2.965972, 0.642072, 5.473340)
H (-3.090294, 2.337702, 5.976587)
H (-1.657217, 1.761419, 5.105441)
H (-3.787233, -2.084885, 0.552288)
H (1.308358, -2.902203, -3.284417)
H (4.414002, 1.161364, 0.592800)
H (4.961738, -2.037630, -3.734882)
H (3.355305, -2.561480, -4.181414)
H (5.104233, -3.821446, -2.001361)
H (4.712141, -4.547124, -3.571939)
H (3.450342, -4.313926, -2.347471)
H (6.150520, -1.269715, -1.873040)
H (5.940040, -0.391954, -0.373609)
H (5.651881, 0.833443, -3.166518)
H (7.051922, 1.050679, -2.097742)
H (5.463906, 1.709105, -1.654013)
H (-4.019470, -4.061705, -0.660815)
H (-3.562162, -4.770376, -2.192831)
H (-4.821799, -1.990600, -1.887453)
H (-5.711175, -3.447530, -2.376160)
H (-4.436694, -2.773094, -3.411168)
H (-0.553403, -3.774391, -4.374391)
H (-2.078033, -4.513259, -3.951927)
H (0.624869, -5.313405, -2.749057)
H (-0.247227, -6.229476, -3.991856)
H (-0.920063, -6.060998, -2.359399)
H (-5.099822, -0.248793, 3.569942)
H (-4.728717, -1.648431, 2.584120)
H (-5.985541, 0.941524, 1.525814)
H (-6.873116, -0.561388, 1.847381)
H (-5.654046, -0.483798, 0.559856)
N (-3.262419, 0.982214, -1.741536)
C (-2.718598, 0.756746, -3.079743)
C (-1.192090, 0.807548, -3.269181)
O (-0.803819, 0.578537, -4.430751)
O (-0.480540, 1.083144, -2.262939)
H (-2.739086, 1.745167, -1.319019)
H (-3.023994, 0.184304, -1.157102)
H (-3.133785, 1.489242, -3.777736)
H (-3.046119, -0.222622, -3.438557)
I (-1.225369, 5.276583, 0.281687)
C (0.013451, 3.503210, 0.036053)
H (-0.571751, 2.870209, -0.628321)
H (0.902649, 3.857697, -0.477425)

Atomic forces in eV per Å
-0.21 -0.26 -0.21
-0.02 -0.02 -0.01
0.02 0.01 -0.03
0.14 -0.14 -0.03
-0.11 0.12 0.00
-0.03 0.00 0.01
-0.01 -0.03 -0.02
-0.04 -0.02 0.12
0.13 0.07 -0.01
-0.17 -0.19 0.03
0.20 0.21 -0.01
0.03 0.01 0.02
0.03 0.00 0.00
0.01 -0.19 -0.22
-0.08 0.07 0.20
0.15 -0.25 -0.10
-0.33 -0.06 0.08
0.21 -0.04 -0.05
-0.11 0.00 0.07
0.08 0.06 -0.01
-0.15 -0.05 0.08
0.04 -0.12 -0.04
0.08 0.26 0.19
-0.03 -0.19 -0.16
0.05 0.04 0.06
0.02 0.21 -0.05
0.05 0.01 -0.05
0.09 0.08 0.07
0.01 -0.01 -0.02
-0.01 0.00 0.03
0.03 0.00 0.01
-0.04 0.01 -0.01
0.07 0.04 -0.04
-0.08 0.03 0.12
0.00 0.00 -0.03
0.00 0.02 0.02
-0.02 -0.01 0.02
0.01 0.00 0.01
0.00 0.14 -0.03
-0.01 0.00 0.00
0.01 0.01 -0.03
0.00 0.01 0.00
-0.01 0.01 0.01
0.01 0.01 -0.01
0.00 0.02 0.00
0.00 -0.01 0.03
0.02 -0.01 0.01
0.01 0.00 0.01
0.00 0.02 0.00
0.01 0.00 -0.01
-0.02 0.00 -0.02
0.03 -0.01 -0.02
-0.01 -0.01 0.01
-0.01 0.00 0.00
0.00 0.01 -0.01
0.00 0.00 -0.01
-0.01 0.00 0.00
0.01 -0.01 -0.04
0.00 -0.02 0.02
-0.01 0.01 -0.03
0.01 -0.01 -0.01
-0.01 0.00 0.01
-0.01 0.00 0.00
0.01 0.00 0.00
0.01 0.01 -0.02
-0.01 0.00 0.00
0.00 0.00 0.00
0.01 0.00 0.01
0.00 -0.01 0.02
0.00 -0.01 -0.01
0.00 0.01 0.00
0.00 -0.01 0.00
0.00 0.00 -0.01
0.01 -0.01 0.00
0.01 0.00 0.01
0.02 -0.02 0.00
-0.01 0.00 -0.01
-0.02 0.00 -0.01
-0.01 0.01 0.00
0.01 0.01 -0.01
0.00 0.01 0.02
-0.01 -0.01 0.00
-0.01 -0.01 0.02
0.00 -0.01 0.00
0.02 0.02 0.01
0.05 0.02 -0.04
-0.17 -0.04 0.10
0.18 -0.19 -0.27
0.02 0.08 0.13
0.04 0.23 0.28
-0.02 -0.02 -0.03
-0.07 0.12 -0.13
-0.05 0.03 -0.01
-0.01 0.00 0.02
-0.02 0.04 0.02
-0.01 -0.03 0.01
0.02 -0.02 0.01
0.02 -0.02 -0.03


Entry 2:
One molecule with the formula C7H12 in a non-equilibrium geometry, computed with ωB97M-V with the def2-TZVPD basis set.

Calculated values
- Highest occupied orbital energy: -9.147 eV
- LUMO level: 1.14 eV

Atoms and positions in Å:
C (2.389202, -0.094469, -0.753882)
C (0.893685, -0.117215, -0.803889)
C (0.251179, 0.161206, 0.574886)
C (-0.859709, 1.250827, 0.770198)
C (-1.941467, 0.124091, 0.925569)
C (-1.784322, -0.647805, -0.423880)
C (-0.836563, -0.834015, 0.770859)
H (2.777206, -0.368184, -1.739879)
H (2.685312, -0.805459, 0.022093)
H (2.753693, 0.894015, -0.479014)
H (0.562489, 0.581553, -1.582622)
H (0.627618, -1.140301, -1.160794)
H (0.967207, 0.218581, 1.405638)
H (-0.990499, 1.968488, -0.046479)
H (-0.684637, 1.792508, 1.708906)
H (-2.728072, 0.183157, 1.676029)
H (-1.666290, -1.593866, -1.002250)
H (-1.586331, 0.082905, -1.202659)
H (-0.777092, -1.830600, 1.212115)

Atomic forces in eV per Å
0.35 0.05 0.03
0.19 0.08 -0.10
0.20 -0.04 -0.15
-0.20 0.10 -0.12
-0.27 -0.21 -0.19
0.63 -0.07 -0.36
0.24 -0.29 0.01
0.32 -0.05 0.30
0.47 0.01 -0.24
0.20 0.04 0.00
-0.17 -0.08 0.27
-0.16 0.72 0.34
0.17 -0.01 -0.39
-0.09 -0.06 0.12
-0.24 -0.15 -0.24
-0.05 -0.28 -0.44
-2.30 -0.04 1.21
0.69 0.13 0.29
0.02 0.15 -0.33